# 1
Here is a cluster of 3 separate species, C3H12N2O2 in total from the OMol25 dataset. Energies are from the ωB97M-V functional and the def2-TZVPD basis.

The geometry in XYZ format:
```
19
Properties=species:S:1:pos:R:3:forces:R:3
H 0.87356 2.58113 -0.74055 0.8 -2.7 -1.3
N 1.19649 1.62725 -1.13751 0.6 0.9 3.9
H -2.27471 -2.19464 0.90097 -0.1 -1.0 0.4
C 1.33820 0.50269 -0.18113 2.1 0.8 -2.0
H 0.99732 1.45036 -2.07352 -0.5 -0.3 -1.4
H 0.92017 -0.25311 1.70772 0.0 1.0 -0.2
H -2.13555 0.02719 -0.89474 -0.4 0.0 0.6
N 0.09803 1.73685 1.43741 -1.5 2.9 -0.9
H -2.62663 -3.54154 1.69202 -0.2 0.4 0.2
O -2.16734 -3.16658 0.94171 0.4 0.6 -0.6
H 3.52604 0.09796 -0.24718 -1.3 -0.7 -0.2
H 2.53603 -1.30923 0.49544 -0.1 1.3 -2.3
C 0.79845 0.59654 1.00567 -0.4 0.5 1.6
H 2.44215 -0.77310 -1.43505 0.7 -0.9 0.9
O -2.59594 -0.25713 -1.68027 -1.4 -0.6 -1.0
C 2.56454 -0.50294 -0.36266 -1.3 1.2 0.4
H -3.55555 -0.50105 -1.55103 1.9 0.6 0.4
H 0.16613 2.03805 2.41525 0.1 -0.5 -0.8
H -0.03157 2.64117 0.76859 0.7 -3.4 2.3
```
Positions in Å, forces in eV/Å.

Output
- 2S+1: 1
- LUMO: 0.6 eV
- Energy above the lowest of the compared OMol25 structures with the same formula, charge and spin: 279.0 kJ/mol
- Net charge: 0
- Kohn-Sham gap: 8.098 eV
- M: 108.1 g mol⁻¹

***

# 2
Here is an isolated molecule of C6H11N2O2P from the OMol25 dataset. Energies are from the ωB97M-V functional and the def2-TZVPD basis.

The geometry in XYZ format:
```
22
Properties=species:S:1:pos:R:3:forces:R:3
H -1.72275 -1.32401 0.48798 -0.1 1.4 0.1
H -0.45339 -1.36753 -1.25854 0.6 -0.5 -0.6
N -0.44725 0.42541 0.52482 1.5 1.1 -1.4
C -0.69138 1.74235 0.01078 1.3 -0.7 1.6
H 0.85285 -2.58453 -1.92633 -0.9 1.4 2.0
H 0.73897 3.25574 0.48347 0.7 0.4 1.3
C 0.40325 2.67141 -0.32698 1.0 -0.6 -2.0
C -1.61890 -0.22458 0.33922 -1.6 -1.2 0.4
H 0.12415 -2.58180 0.94725 0.6 1.6 -1.7
H 1.70954 -2.61747 0.35728 0.6 0.8 0.3
O 0.75516 -0.77909 2.53813 0.2 0.4 -0.7
H -3.64808 0.53614 -0.20349 2.4 0.5 0.1
N -1.94350 1.96427 -0.16710 -0.2 -0.5 -1.1
P 1.08445 -0.29091 0.96805 -0.1 0.7 1.5
C 0.85771 -1.92757 0.29424 -0.3 -2.4 0.1
H 1.28504 2.03397 -0.77462 -1.6 1.6 0.7
H 0.00611 3.44981 -1.03330 0.4 -1.1 0.3
H 2.20294 -0.76576 -1.33361 0.3 0.7 -0.7
C 0.60902 -1.67704 -1.19093 -1.9 -2.2 -2.4
O 1.34515 -0.60331 -1.75914 0.9 -0.2 1.4
H 1.05770 -0.05535 3.08783 0.0 0.1 0.6
C -2.50679 0.71983 -0.06503 -3.7 -1.3 0.4
```
Positions in Å, forces in eV/Å.

Output
- 2S+1: 1
- LUMO: 0.7 eV
- Energy above the lowest of the compared OMol25 structures with the same formula, charge and spin: 34.4 kJ/mol
- Net charge: 0
- Kohn-Sham gap: 9.065 eV
- M: 174.1 g mol⁻¹

***

# 3
Here is a cluster of 2 separate species, C6H10 in total from the OMol25 dataset. Energies are from the ωB97M-V functional and the def2-TZVPD basis.

The geometry in XYZ format:
```
16
Properties=species:S:1:pos:R:3:forces:R:3
H -0.03403 -0.88133 1.93011 0.0 0.0 -0.1
H 1.43392 -0.86505 -1.73032 0.0 0.0 0.1
C 1.24553 -0.67045 -0.66802 -0.1 -0.1 -0.1
H 2.24812 1.30309 -0.20538 -0.1 -0.1 0.2
H -1.94205 1.09502 0.59083 0.1 -0.1 -0.1
H -1.63900 -1.27864 1.29597 0.2 0.1 0.0
C -0.94131 0.69016 0.71618 0.2 0.1 -0.1
C -0.69933 -0.76160 1.06956 0.1 -0.1 0.2
C -0.05285 -1.37253 -0.21170 0.0 0.0 0.0
H -1.60887 2.73156 -0.92125 0.2 0.2 0.0
C 0.15731 1.25476 0.24003 0.1 -0.4 0.1
H -0.90525 2.80083 -0.65750 -0.4 0.2 -0.3
H -0.79580 -1.31235 -1.01671 0.1 0.0 0.1
H 0.15285 -2.43841 -0.05190 0.0 0.2 0.0
H 2.09462 -1.09844 -0.11132 -0.1 0.0 -0.2
C 1.28614 0.80337 -0.26856 -0.1 0.1 0.1
```
Positions in Å, forces in eV/Å.

Output
- 2S+1: 1
- LUMO: 0.5 eV
- Energy above the lowest of the compared OMol25 structures with the same formula, charge and spin: 344.6 kJ/mol
- Net charge: 0
- Kohn-Sham gap: 8.856 eV
- M: 82.1 g mol⁻¹

***

# 4
Here is a structure of composition C35H86AlAs2F12N6O7 from the OMol25 dataset. Energies are from the ωB97M-V functional and the def2-TZVPD basis.

The geometry in XYZ format:
```
149
Properties=species:S:1:pos:R:3:forces:R:3
O 3.58899 -6.50841 1.46649 -0.1 0.1 -0.7
H 6.22901 1.76188 0.91395 -1.1 -0.2 -0.2
H 2.65638 1.10044 2.68186 0.2 1.8 -0.8
F -0.58776 0.46526 1.76913 -0.1 -0.7 0.0
N -1.54232 0.99150 -3.24748 0.1 -1.3 -1.0
H -2.82429 -1.35574 -2.55845 0.2 0.1 0.1
H -0.29606 -4.19603 1.08283 -0.4 -0.7 0.3
H 2.35309 -8.80815 -1.20613 -0.6 -0.5 0.0
H 3.90761 -5.61001 -1.60053 -0.1 -0.1 -0.8
H -0.30805 3.52337 2.74306 1.4 1.2 -1.0
H -4.96535 -1.12978 -2.58860 -0.4 -0.5 -0.6
H 1.86830 -1.64192 3.51209 0.0 0.3 0.1
H -6.97831 2.26278 -1.96338 1.0 -0.1 -0.3
C 0.37870 0.38507 6.85724 1.1 -0.9 1.0
H -3.06475 2.80541 4.18459 0.1 0.7 0.8
H 0.98805 -6.50326 3.25267 -0.3 0.7 0.1
H -0.31567 -0.68909 -3.08239 -0.1 -0.2 0.1
H 6.03561 5.87608 -4.61822 0.5 0.1 0.4
H 3.30634 -0.32549 4.97855 0.7 0.1 0.4
H -3.51485 2.52067 0.46060 0.3 0.1 -0.7
C 1.48794 -5.44802 1.41051 -0.3 1.5 -0.6
H -5.19276 2.79505 0.23234 -0.4 -0.3 0.4
H 1.66840 -0.62622 -6.52106 0.1 -0.2 0.3
H 3.75059 -7.31888 -2.38826 -0.8 0.7 -0.5
H 3.97891 4.50739 -4.93251 1.1 -0.3 -0.3
H -4.57921 -2.13064 1.46719 0.8 0.8 -0.7
C -0.14171 -5.73753 -0.65318 2.1 0.6 1.6
C 3.73229 -6.68150 -1.50424 -0.9 -0.5 1.6
H -6.88543 1.67343 1.77078 0.3 -0.1 -0.5
C 4.27487 4.86808 -3.94742 -0.4 -0.4 1.8
F -0.45761 2.37900 0.38167 -0.1 -0.2 -0.4
F 1.12186 3.96932 -1.04672 0.3 0.9 1.2
N 2.48117 0.99311 3.67074 0.5 -1.8 -1.7
H -2.41137 1.20595 -3.71531 -0.2 0.5 -0.4
N 0.18839 2.94798 3.40832 -2.1 -0.1 0.6
C -0.93081 2.79632 4.35149 2.2 -2.2 3.1
H 2.61347 -8.69602 0.51469 0.3 0.2 0.0
H 3.08880 5.64046 -2.48947 -0.2 -0.3 0.7
H -2.31602 1.98338 3.01243 0.6 0.2 -0.9
H -1.15907 3.96517 -1.16728 0.6 -0.2 0.2
H 6.83500 0.22448 1.47097 0.2 -0.2 0.1
F 1.61828 1.15355 0.90759 -1.4 -1.2 -0.8
N 2.58209 -6.05995 0.63322 -1.9 0.7 -1.2
F 0.77167 1.06509 -1.44247 -0.7 -0.2 1.0
H -1.86798 -2.41852 -3.58520 0.2 -0.2 0.3
N 2.99977 5.27623 -3.42729 -1.3 0.4 0.0
C -2.45347 4.80689 -2.32172 0.8 -0.1 0.2
H 4.18904 2.65847 -0.54772 -0.6 0.5 -0.2
C 2.03361 -8.27869 -0.30853 0.7 -0.7 0.1
N -5.84172 -0.55837 -0.15703 1.9 2.1 -2.9
O 0.42966 1.25435 5.79322 -1.8 1.4 -1.5
H -0.63211 -6.57056 -0.14952 0.2 -0.3 0.0
H 2.93688 -3.86764 2.09793 -0.1 0.1 -0.6
F 0.90173 6.46609 -0.62785 0.3 -1.3 1.0
C -5.61221 -0.27125 -2.76917 0.2 0.0 1.9
O 4.96321 0.61313 2.20983 -0.7 -0.5 -1.5
H -0.32736 0.54965 7.67117 -0.6 0.5 -0.3
H 5.52132 6.41533 -2.94094 0.1 -0.4 0.0
C 0.99341 0.22350 -6.62333 0.6 -0.2 0.6
H -6.66710 -2.14124 -0.65475 0.0 -0.4 -0.1
C 4.26064 2.04233 -1.44402 -0.2 0.4 0.0
F 2.09983 3.59898 1.25349 -1.1 2.5 -1.1
O 0.38680 0.54153 -5.32733 -0.2 -0.9 -1.5
H -0.93082 -5.31509 -1.27522 0.4 0.3 -0.2
H 2.49859 -5.00071 3.29329 -0.4 0.1 0.2
H 5.07629 1.25674 4.03208 -0.2 0.1 0.9
As 1.44907 5.08812 0.35842 0.5 -0.8 0.2
H 1.54159 -5.43454 -2.09811 -0.3 0.1 0.0
H 4.64156 -7.07039 -1.04587 -0.2 0.0 0.9
C 4.82292 3.82567 -2.95527 -0.6 -0.7 -1.2
C -5.22339 -1.44142 2.01318 -0.1 0.3 -1.2
H -0.91890 0.58306 4.36875 0.0 0.0 -0.5
H -0.31105 -6.41826 2.02454 0.0 -0.2 0.2
C 4.89688 0.28622 3.56948 -1.1 1.6 0.6
H -7.30640 1.70445 -0.37312 0.3 -0.1 0.0
Al 1.12466 2.79186 -3.69147 -0.2 0.3 1.2
H -3.28171 4.11901 -2.15160 -0.1 -0.1 -0.2
F -1.62179 0.44066 -0.59721 1.9 0.0 1.3
F 3.09423 5.31059 -0.38578 -1.3 -0.1 0.9
C -5.65533 -0.11649 1.18413 2.5 -0.1 1.8
C 6.20352 1.06689 1.75326 1.2 0.0 0.4
C -2.31644 -1.42718 -3.52026 0.2 -1.0 0.3
H -6.56829 -0.45187 -3.26046 0.1 -0.4 0.2
C -5.75641 0.36337 -1.32688 0.6 3.7 -0.8
C -7.00910 1.35444 -1.36165 -0.8 -0.5 0.5
H -4.64634 -1.17377 2.89832 -0.7 0.0 0.3
C -4.44188 2.00527 0.20946 0.2 -0.8 -0.7
C 2.07972 -4.43438 2.46148 0.7 -0.4 -0.6
H 0.99169 -8.43395 -0.02852 0.0 0.0 -0.5
H -4.57334 1.45969 2.20416 -0.2 -0.5 0.4
C 2.36966 -6.83704 -0.61620 0.2 1.3 -0.5
H -3.58997 0.67833 -1.24913 -0.1 -0.1 0.0
C -4.47935 1.30207 -1.15939 -0.1 -0.2 0.7
C 2.88035 -1.33528 3.24785 0.9 -1.3 -1.7
F -0.26452 4.81911 1.01891 2.1 0.4 -0.9
F 1.78672 6.14490 1.75013 -0.2 -1.2 -1.6
H -2.15607 3.80996 3.03544 -0.4 -0.1 -0.3
C -4.49798 0.92406 1.25784 -0.1 -0.4 0.8
H 5.12062 4.39284 -2.07334 -0.3 -0.3 0.4
H -3.54660 0.39315 1.29122 0.2 0.0 -0.3
H -7.91411 0.88431 -1.74639 0.1 -0.6 0.0
H 2.99822 -1.19370 2.17353 -0.6 0.0 -0.3
H -2.44390 5.19994 -3.33834 -0.2 -0.1 0.1
H 1.37615 -3.67459 2.80180 -0.3 -0.5 0.0
H -0.46106 -1.36870 -5.48354 0.2 -0.1 0.1
C -0.84481 1.42080 5.06215 1.5 -0.2 1.2
O -1.18644 4.15748 -2.10743 -1.0 0.2 -0.5
H -1.06123 3.50909 5.16578 1.1 0.6 -0.1
C 1.13317 -6.22699 -1.47095 -0.2 -0.2 1.3
H -5.03350 0.41045 -3.39245 -0.1 0.1 0.1
H -1.64946 1.28471 5.78473 -0.2 0.3 0.0
H 4.04129 -5.66202 1.44128 1.3 -0.1 0.9
H -3.08622 -1.51527 -4.28693 0.0 0.9 -0.3
H 4.67689 6.88929 -4.40514 0.0 0.2 0.1
H 5.72055 -0.31291 3.95770 -0.3 -0.9 -0.3
H -1.53895 -0.03424 -5.81649 -0.3 0.1 0.1
C -0.73843 -0.36686 -5.15570 0.4 0.6 0.9
H -7.16307 0.29912 2.77645 1.0 -0.2 0.5
H 0.86386 -3.87617 -0.03932 0.6 -0.1 -0.3
H 5.72460 3.43215 -3.42456 0.2 -0.5 0.3
C 5.21443 6.06979 -3.92811 -0.1 0.0 -1.6
H -1.79314 0.97977 -2.26919 0.4 0.1 0.2
H 0.76845 -7.05317 -2.08129 0.4 0.1 -0.3
H 3.61532 1.17672 -1.29444 0.0 0.1 -0.3
O -6.93828 -1.28014 -0.32828 -2.5 -1.9 0.3
As 0.03429 0.74648 0.17417 0.8 -0.1 -1.2
H 2.71709 6.07358 -3.97904 -0.6 0.1 -0.2
H 3.55364 -2.17208 3.43368 0.0 -0.2 0.4
C 0.76345 -6.50457 2.18607 -0.6 -1.7 1.3
C -2.14412 2.88129 3.60599 -3.4 -0.6 -1.8
H -2.56072 5.63606 -1.62238 0.0 0.1 0.0
H 6.72591 1.64420 2.51609 0.1 -0.1 0.4
H -4.39330 2.07638 -1.92172 -0.5 -0.3 -0.4
H 5.31144 1.75371 -1.41879 0.1 -0.3 -0.8
F 0.39332 -0.97565 -0.06881 -0.2 1.3 0.4
H -6.00939 -2.19167 2.09947 -0.8 0.8 1.0
H 0.28191 -0.66023 6.56383 -0.2 -0.3 -0.3
H 0.30373 -0.09162 -7.40637 -0.5 0.4 0.2
H 1.09016 -7.52672 1.99483 -0.2 0.0 -0.7
C -1.19103 -0.41599 -3.67168 0.1 1.8 -1.0
C 3.40950 -0.12235 3.91263 1.5 1.0 2.3
O 3.86698 2.73682 -2.67253 1.5 0.7 0.8
H 1.35025 0.48390 7.34141 0.1 -0.1 0.0
H 0.21104 2.07264 2.90495 0.9 -0.4 -0.1
H 1.62408 1.02585 -7.00617 -0.4 0.4 0.3
H 1.65204 0.43436 3.52779 -1.3 0.6 0.9
C 0.42481 -4.73512 0.46815 0.6 -0.5 -1.1
H -7.68781 0.13298 1.26260 -0.5 0.7 -0.4
C -6.83870 0.58445 1.77571 -2.7 -0.9 0.5
```
Positions in Å, forces in eV/Å.

Output
- 2S+1: 1
- LUMO: -8.8 eV
- Net charge: +1
- Kohn-Sham gap: 1.519 eV
- M: 1107.9 g mol⁻¹

***

# 5
Here is an isolated molecule of C2H7N3O2 from the OMol25 dataset. Energies are from the ωB97M-V functional and the def2-TZVPD basis.

The geometry in XYZ format:
```
14
Properties=species:S:1:pos:R:3:forces:R:3
N 0.46487 1.72200 -1.40885 -0.4 0.0 1.3
N -0.05307 0.94180 -0.07450 0.9 -0.1 -1.6
H 0.86866 2.78826 0.05418 -0.4 -0.2 2.0
C -0.57488 -0.94930 1.26166 2.3 2.8 2.4
H 0.11653 -1.79307 1.32373 -0.5 -0.2 -0.3
O 0.01042 1.53648 0.98724 0.6 2.7 2.0
O 0.81822 2.89780 -0.89496 0.0 -0.9 -2.4
H 0.92188 -1.70530 -0.69236 0.4 -0.4 0.4
H 0.30524 -0.53552 -1.76163 0.1 -0.4 -1.8
H -0.67351 -2.03871 -1.35434 -0.6 0.0 -0.3
H -1.55094 -1.11912 1.64421 -0.9 -0.5 0.0
N -0.55584 -0.31398 -0.04606 -0.9 -3.4 -1.1
C 0.00370 -1.26982 -1.05133 0.5 2.5 0.9
H -0.10129 -0.16152 2.01301 -1.1 -1.7 -1.4
```
Positions in Å, forces in eV/Å.

Output
- 2S+1: 3
- LUMO (spin up / spin down): 1.1 / -0.7 eV
- Energy above the lowest of the compared OMol25 structures with the same formula, charge and spin: 355.1 kJ/mol
- Net charge: 0
- Kohn-Sham gap (spin up / spin down): 7.848 / 9.006 eV
- M: 105.1 g mol⁻¹

***

What is the formula in the first record?
C3H12N2O2